Entry 1:
Computed, not measured: one molecule with the formula C3H3N at a distorted geometry, with the ωB97M-V functional and the def2-TZVPD basis.

Summary:
Energy relative to the best compared isomer or geometry (same formula, charge and spin) in kcal/mol: 7.5
Structure (SMILES): C=CC#N
Energy in eV: -4648.19918
E_LUMO in eV: 0.412
Highest occupied orbital energy in eV: -10.68

ORCA input file:
```
! RIJCOSX wB97M-V def2-TZVPD def2/J DEFGRID3
* xyz 0 1
C 1.07005 -1.05258 -0.48446
C -0.18187 -0.67650 -0.38195
C -0.58457 0.60477 0.13633
H 1.41474 -2.08303 -0.64952
H 1.91723 -0.42769 -0.18272
H -0.89089 -1.42647 -0.71649
N -0.60896 1.52615 0.84703
*
```



Entry 2:
Computed, not measured: C49H81BCrN10O4S3Si4Te as an isolated structure at a distorted geometry, with the ωB97M-V functional and the def2-TZVPD basis.

Summary:
Energy relative to the best compared isomer or geometry (same formula, charge and spin) in kcal/mol: 56.1
Energy in eV: -175630.73394
E_LUMO (spin up / spin down) in eV: -0.797 / -1.338
Highest occupied orbital energy (spin up / spin down) in eV: -6.24 / -6.31

ORCA input file:
```
! RIJCOSX wB97M-V def2-TZVPD def2/J DEFGRID3
* xyz 0 5
Cr -0.66618 -0.07453 0.12669
C 1.73787 -2.37259 4.23872
C 1.79012 -0.89734 4.01244
C 2.55013 -0.06538 4.74625
C 2.56420 1.33862 4.48580
N 1.86702 1.85319 3.52024
N 1.11186 1.01036 2.75871
B 0.29783 1.71177 1.65148
N -0.97084 2.41378 2.16839
N -0.60813 3.59416 2.73430
C -1.50557 4.28254 3.36184
C -2.84134 3.79097 3.49700
C -3.21935 2.64411 2.89832
C -4.61800 2.12181 2.94032
C -2.22139 1.91677 2.14605
S -2.64681 0.56586 1.23591
C -1.12238 5.63569 3.93098
C 0.33417 5.95809 3.62356
C -1.33812 5.61226 5.44954
C -2.01703 6.70668 3.29330
N 1.10123 2.49260 0.62732
N 2.41716 2.60800 0.89176
C 3.14926 3.29409 0.07423
C 2.55821 3.99969 -1.01778
C 1.25268 3.83512 -1.32357
C 0.59223 4.51169 -2.48421
C 0.49944 2.91994 -0.50296
S -1.00256 2.31187 -0.93334
C 4.64984 3.30317 0.28062
C 5.01963 2.48011 1.50748
C 5.13681 4.74728 0.45334
C 5.29677 2.66838 -0.95838
C 1.01450 -0.31333 2.94657
S 0.00074 -1.30180 2.02710
C 3.42344 2.23171 5.37024
C 2.99068 2.05033 6.83208
C 3.27730 3.70162 4.99887
C 4.89096 1.79811 5.22989
H 2.33088 -2.64324 5.11067
H 2.11960 -2.89994 3.36267
H 0.70952 -2.70737 4.37935
H 3.16108 -0.46296 5.54607
H -3.56954 4.37564 4.04461
H -5.24096 2.74589 3.57878
H -4.63507 1.09428 3.30573
H -5.04087 2.09774 1.93460
H 0.99484 5.17939 3.99087
H 0.60151 6.90672 4.09228
H 0.50460 6.03829 2.54915
H -0.73675 4.82874 5.91505
H -2.38247 5.44056 5.71425
H -1.04024 6.56960 5.88004
H -1.88344 6.72768 2.21036
H -1.75562 7.68983 3.68809
H -3.07481 6.53554 3.50033
H 3.17717 4.64870 -1.62542
H 1.33552 4.85731 -3.20145
H 0.01529 5.37467 -2.14460
H -0.11009 3.83675 -2.97238
H 4.57130 2.91241 2.40105
H 6.10592 2.48022 1.62298
H 4.66381 1.45421 1.41065
H 4.61073 5.24292 1.27228
H 4.99631 5.34231 -0.45150
H 6.20300 4.74972 0.68537
H 4.95196 1.63924 -1.06995
H 6.38184 2.65790 -0.83955
H 5.06519 3.21985 -1.87275
H 1.93638 2.30331 6.96150
H 3.57936 2.71131 7.47064
H 3.14109 1.03038 7.18740
H 2.29924 4.07345 5.29747
H 3.38102 3.86763 3.92702
H 4.03606 4.28376 5.52478
H 5.03568 0.75865 5.52905
H 5.51717 2.41887 5.87306
H 5.24280 1.89985 4.20534
O 3.43872 -0.20645 0.02486
C 2.45519 -0.50374 -0.65047
O 1.25792 -0.11780 -0.38761
C 2.63598 -1.31933 -1.90468
C 3.76949 -1.10216 -2.67659
C 3.94956 -1.72969 -3.91552
C 2.94266 -2.56749 -4.32467
O 2.85331 -3.27649 -5.49435
C 1.58601 -3.94263 -5.45213
O 1.00035 -3.69192 -4.18126
C 1.83010 -2.80795 -3.54048
C 1.63747 -2.20938 -2.32546
H 4.53095 -0.43642 -2.29357
H 4.83479 -1.57256 -4.51610
H 1.73727 -5.01541 -5.57827
H 0.93943 -3.53980 -6.23633
H 0.75609 -2.39837 -1.72594
C -3.62851 -3.49583 -4.22841
Si -4.61357 -4.02979 -2.73702
C -5.40313 -5.69861 -3.08523
C -5.97423 -2.77766 -2.40905
Si -3.28960 -4.18154 -0.83695
Te -2.04236 -2.14049 -0.26657
Si -2.01490 -6.13295 -0.91340
C -1.34284 -6.47365 -2.62913
C -3.08167 -7.61410 -0.46828
C -0.57553 -6.00848 0.28815
Si -4.68946 -4.41105 1.01357
C -3.60356 -4.89957 2.46508
C -5.49781 -2.76766 1.42135
C -6.04194 -5.68328 0.75477
H -4.27963 -3.37712 -5.09859
H -2.85557 -4.22975 -4.46940
H -3.11735 -2.54987 -4.03620
H -6.12137 -5.60166 -3.90392
H -5.93422 -6.08864 -2.21471
H -4.65655 -6.44065 -3.37727
H -6.41940 -2.41760 -3.33969
H -5.57453 -1.91505 -1.87008
H -6.76579 -3.21250 -1.79364
H -2.12485 -6.40664 -3.38926
H -0.91944 -7.48123 -2.66324
H -0.56601 -5.75706 -2.89662
H -3.95908 -7.67372 -1.11681
H -3.43608 -7.58600 0.56347
H -2.49886 -8.52859 -0.60633
H -0.34536 -4.96030 0.49789
H 0.32204 -6.47045 -0.12925
H -0.80288 -6.48922 1.24209
H -2.68706 -4.30315 2.44572
H -3.31325 -5.95198 2.42020
H -4.10427 -4.72019 3.41980
H -4.78155 -1.95404 1.28592
H -5.84554 -2.74812 2.45766
H -6.34903 -2.57289 0.76486
H -5.66123 -6.63045 0.37057
H -6.78258 -5.31027 0.04344
H -6.55225 -5.88235 1.70094
C 1.00146 -0.09266 -7.46183
C 1.16124 1.29576 -6.85569
C 2.43498 1.39522 -6.02345
C -0.07113 1.69469 -6.04335
N -0.33019 0.81866 -4.90818
C 0.16508 0.80636 -3.66982
N -0.41630 -0.14475 -2.98394
N -1.28417 -0.72845 -3.83656
N -1.24210 -0.16665 -4.98921
H 1.89445 -0.37396 -8.02088
H 0.14439 -0.14106 -8.13531
H 0.85640 -0.83747 -6.67868
H 1.22033 2.03123 -7.66504
H 2.44250 0.65791 -5.21929
H 2.54989 2.38832 -5.58010
H 3.31325 1.20207 -6.64045
H -0.97274 1.65193 -6.65229
H 0.03866 2.71096 -5.66118
H 0.92416 1.47847 -3.30559
*
```



Entry 3:
Computed, not measured: C24H23F16IO7 as an isolated structure at a distorted geometry, with the ωB97M-V functional and the def2-TZVPD basis.

Summary:
Energy in eV: -91171.34637
E_LUMO in eV: 0.318
Highest occupied orbital energy in eV: -8.87

ORCA input file:
```
! RIJCOSX wB97M-V def2-TZVPD def2/J DEFGRID3
* xyz 0 1
C 5.08613 -5.42570 -0.68676
C 4.82895 -4.13695 0.17039
O 4.65771 -4.25141 1.35530
O 4.81241 -2.83343 -0.36278
C 3.67811 -2.64764 -1.23466
C 2.41161 -2.04526 -0.48318
C 1.46281 -2.99342 0.33111
C 0.46992 -3.85420 -0.51089
C -0.95246 -3.85672 -0.07339
C -1.95408 -4.67305 -0.77328
C -1.61668 -5.52983 -1.93414
C -0.21706 -5.51718 -2.36669
C 0.27007 -6.40849 -3.56078
C 0.79263 -4.68993 -1.66028
O 3.06768 -1.30047 0.60168
C 2.73615 0.03988 0.68566
O 2.76598 0.68014 1.67806
O 2.33318 0.40020 -0.61127
C 1.82419 -0.79139 -1.24869
I -0.32147 -0.49739 -1.37255
H 4.85410 -5.20727 -1.76587
H 4.37959 -6.21563 -0.30693
H 6.15237 -5.75574 -0.62534
H 4.00447 -1.89109 -2.00211
H 3.47990 -3.60520 -1.77967
H 2.04270 -3.66178 1.03152
H 0.83369 -2.32031 0.98570
H -1.30425 -3.26160 0.80130
H -3.02597 -4.71835 -0.44439
H -2.35030 -6.18070 -2.45785
H -0.47754 -6.49843 -4.38452
H 0.59689 -7.41449 -3.16298
H 1.21768 -5.92887 -3.94157
H 1.83916 -4.75863 -2.03302
H 2.18358 -0.69980 -2.31076
C 1.60335 2.69072 4.23143
C 2.44475 3.81772 4.86241
C 1.95093 4.35819 6.20445
F 0.72247 4.90406 6.12047
F 2.77906 5.33994 6.64525
F 2.58859 4.81749 3.96232
F 3.69564 3.30990 5.06344
O 0.67132 3.07159 3.21701
C -0.59078 3.51785 3.61862
C -0.84302 4.97799 3.23515
F 0.07024 5.80005 3.79216
F -2.05935 5.38085 3.67683
F -0.76387 3.28530 4.93402
F -1.48728 2.73293 2.97734
H 2.31041 2.04406 3.70744
H 1.14417 2.04399 4.98192
H 1.93209 3.57118 6.96339
H -0.80160 5.10815 2.15171
C -5.51854 3.77725 -2.91156
C -4.51088 4.81388 -2.37670
C -3.19911 4.94113 -3.15143
F -2.48958 3.79610 -3.15366
F -2.40956 5.88303 -2.57751
F -4.27776 4.56678 -1.06750
F -5.13210 6.02788 -2.42596
O -5.54534 2.50400 -2.26448
C -4.63024 1.53554 -2.68873
C -3.63874 1.15079 -1.58872
F -2.93032 2.21527 -1.16658
F -2.74194 0.23789 -2.05331
F -4.02387 1.94013 -3.81992
F -5.36176 0.44916 -3.02245
H -6.50820 4.19289 -2.71186
H -5.47463 3.67840 -3.99801
H -3.38019 5.24217 -4.18706
H -4.15623 0.72588 -0.72627
*
```



Copy entry 1 word for word.
Computed, not measured: one molecule with the formula C3H3N at a distorted geometry, with the ωB97M-V functional and the def2-TZVPD basis.

Summary:
Energy relative to the best compared isomer or geometry (same formula, charge and spin) in kcal/mol: 7.5
Structure (SMILES): C=CC#N
Energy in eV: -4648.19918
E_LUMO in eV: 0.412
Highest occupied orbital energy in eV: -10.68

ORCA input file:
```
! RIJCOSX wB97M-V def2-TZVPD def2/J DEFGRID3
* xyz 0 1
C 1.07005 -1.05258 -0.48446
C -0.18187 -0.67650 -0.38195
C -0.58457 0.60477 0.13633
H 1.41474 -2.08303 -0.64952
H 1.91723 -0.42769 -0.18272
H -0.89089 -1.42647 -0.71649
N -0.60896 1.52615 0.84703
*
```